(1)
A molecular structure, C22H25Cl2O4OsPS2, computed with the ωB97M-V functional and the def2-TZVPD basis.

Properties
E_tot: -89864.429 eV
⟨S²⟩: 6.077
Multiplicity: 5
Gap between HOMO and LUMO (spin up / spin down): 8.234 / 4.873 eV
LUMO energy (spin up / spin down): -5.3 / -9.0 eV
HOMO level (spin up / spin down): -13.57 / -13.91 eV
Molar mass: 709.68 u
Total charge: +2

Geometry (Å):
Os 1.082 -2.063 -0.131
Cl 3.485 -2.151 -0.248
C 3.924 -2.811 1.327
C 5.236 -2.758 1.683
C 5.616 -3.308 2.920
C 4.690 -3.893 3.762
C 3.358 -3.945 3.389
Cl 2.230 -4.648 4.447
C 2.920 -3.407 2.137
S 1.294 -3.586 1.670
H 5.972 -2.322 1.022
H 6.658 -3.280 3.210
H 4.991 -4.311 4.712
C 1.748 8.588 -0.738
C 0.530 7.730 -0.729
O -0.317 7.630 0.085
S 0.376 6.703 -2.344
C 0.505 5.092 -1.825
C 0.620 4.132 -2.875
C 0.739 2.809 -2.596
C 0.746 2.357 -1.246
C 0.616 3.314 -0.199
C 0.499 4.641 -0.474
C 0.868 1.008 -0.960
C 0.958 -0.205 -0.737
H 1.775 9.196 0.162
H 1.734 9.222 -1.627
H 2.633 7.953 -0.806
H 0.619 4.475 -3.901
H 0.837 2.087 -3.396
H 0.604 2.967 0.825
H 0.374 5.342 0.336
C -3.223 -0.905 -3.016
C -1.906 -1.059 -2.304
O -2.049 -2.116 -1.314
P -1.217 -2.187 0.023
O -1.751 -3.519 0.668
C -1.986 -4.777 -0.041
C -3.122 -5.492 0.638
O -1.723 -1.062 0.991
C -3.143 -0.909 1.320
C -3.407 0.549 1.584
H -3.148 -0.108 -3.756
H -4.017 -0.649 -2.315
H -3.497 -1.825 -3.531
H -1.611 -0.137 -1.797
H -1.108 -1.355 -2.986
H -1.059 -5.350 0.010
H -2.213 -4.553 -1.082
H -2.874 -5.727 1.672
H -3.327 -6.424 0.112
H -4.026 -4.883 0.622
H -3.334 -1.528 2.194
H -3.738 -1.285 0.487
H -2.762 0.918 2.381
H -4.443 0.681 1.896
H -3.240 1.147 0.688

=====

(2)
A molecular structure, C22H25Cl4N4NiO at a distorted geometry, computed with the ωB97M-V functional and the def2-TZVPD basis.

Properties
E_tot: -122341.588 eV
⟨S²⟩: 3.773
Multiplicity: 4
Gap between HOMO and LUMO (spin up / spin down): 8.308 / 3.974 eV
LUMO energy (spin up / spin down): -6.5 / -10.8 eV
HOMO level (spin up / spin down): -14.83 / -14.77 eV
Molar mass: 561.97 u
Total charge: +2

Geometry (Å):
Ni -15.614 5.906 13.640
O -17.165 6.407 14.748
H -18.088 6.625 14.981
N -14.151 6.442 15.268
C -12.765 6.162 15.212
C -11.910 6.601 16.169
C -12.424 7.355 17.300
C -13.773 7.564 17.367
C -14.608 7.086 16.396
H -12.405 5.591 14.369
H -10.863 6.351 16.082
H -11.694 7.673 18.029
H -14.078 7.897 18.348
H -15.679 7.220 16.431
N -22.650 8.569 14.304
C -22.933 8.423 12.970
C -22.032 7.698 12.092
C -20.825 7.177 12.608
C -20.533 7.405 13.949
C -21.439 8.111 14.731
H -23.826 8.903 12.597
H -22.301 7.560 11.056
H -20.145 6.707 11.913
H -19.700 7.021 14.519
H -21.344 8.207 15.802
N -16.933 5.402 12.012
C -16.512 5.598 10.702
C -17.205 5.220 9.594
C -18.493 4.627 9.710
C -18.954 4.373 11.000
C -18.159 4.828 12.098
H -15.549 6.083 10.645
H -16.859 5.256 8.572
H -18.901 4.245 8.786
H -19.847 3.769 11.070
H -18.375 4.556 13.121
N -15.458 8.090 13.126
C -14.408 8.886 13.278
C -14.399 10.276 13.161
C -15.650 10.899 12.884
C -16.756 10.102 12.613
C -16.635 8.728 12.774
H -13.474 8.348 13.344
H -13.430 10.747 13.092
H -15.822 11.957 12.750
H -17.712 10.553 12.390
H -17.504 8.093 12.678
C -18.932 4.937 17.139
Cl -17.375 5.085 18.021
Cl -20.022 6.268 17.746
H -18.732 5.027 16.072
H -19.309 3.948 17.401
C -17.770 9.322 16.407
Cl -19.391 9.918 16.689
Cl -16.591 10.619 16.510
H -17.473 8.626 17.191
H -17.754 8.881 15.410

=====

(3)
A molecular structure, C22H25ClEuNO5 at a distorted geometry, computed with the ωB97M-V functional and the def2-TZVPD basis.

Properties
E_tot: -66789.133 eV
⟨S²⟩: 15.764
Multiplicity: 8
Gap between HOMO and LUMO (spin up / spin down): 4.480 / 5.501 eV
LUMO energy (spin up / spin down): 2.2 / 2.2 eV
HOMO level (spin up / spin down): -2.28 / -3.32 eV
Molar mass: 570.86 u
Total charge: -1
Energy above the lowest of the compared OMol25 structures with the same formula, charge and spin: 133.9 kcal/mol

Geometry (Å):
C 1.956 0.077 3.030
C 2.416 -0.516 1.776
C 2.303 0.501 0.776
H 2.718 -1.568 1.633
C 1.771 1.733 1.386
C 1.559 1.445 2.791
H 1.409 2.628 0.846
C -1.202 -1.556 2.961
C -0.132 -2.298 2.329
C -0.414 -2.377 0.942
H 0.788 -2.628 2.823
C -1.695 -1.669 0.713
C -2.164 -1.142 1.949
H 2.513 0.374 -0.295
H 0.999 2.090 3.466
H 1.927 -0.509 3.930
H -3.034 -0.474 2.117
H 0.231 -2.786 0.148
H -1.377 -1.344 3.993
Eu -0.083 0.094 1.387
C -2.407 -1.501 -0.621
C -3.787 -2.124 -0.438
C -1.640 -2.197 -1.753
H -3.689 -3.116 0.026
H -4.266 -2.238 -1.415
H -4.427 -1.499 0.201
H -1.706 -3.286 -1.621
H -0.578 -1.897 -1.783
H -2.114 -1.927 -2.709
C -2.591 0.018 -0.954
C -1.334 0.725 -1.352
H -3.046 0.545 -0.079
H -3.305 0.095 -1.794
O -0.247 0.635 -0.699
N -1.270 1.511 -2.407
C -0.219 2.544 -2.608
H -1.800 1.179 -3.191
C 1.146 2.006 -2.913
C 2.300 2.652 -2.431
H 2.211 3.544 -1.796
C 3.567 2.153 -2.749
H 4.458 2.661 -2.368
C 3.696 1.016 -3.564
H 4.688 0.631 -3.819
C 2.547 0.386 -4.055
H 2.627 -0.498 -4.693
C 1.277 0.888 -3.738
H 0.378 0.398 -4.127
H -0.199 3.211 -1.733
H -0.608 3.110 -3.462
O 0.333 -1.315 5.603
Cl -0.014 0.047 5.314
O -1.358 0.397 5.615
O 1.008 0.987 5.625
O -0.120 0.187 3.786

=====

(4)
A molecular structure, C22H25CrN6O7STe, computed with the ωB97M-V functional and the def2-TZVPD basis.

Properties
E_tot: -93041.340 eV
⟨S²⟩: 0.761
Multiplicity: 2
Gap between HOMO and LUMO (spin up / spin down): 6.882 / 6.882 eV
LUMO energy (spin up / spin down): -0.5 / -0.5 eV
HOMO level (spin up / spin down): -7.43 / -7.42 eV
Molar mass: 697.14 u
Energy above the lowest of the compared OMol25 structures with the same formula, charge and spin: 4.8 kcal/mol

Geometry (Å):
Cr 0.039 0.445 -0.341
N -3.334 -2.012 -0.988
C -2.803 -0.994 -0.307
N -1.563 -0.830 -0.715
C -1.393 -1.790 -1.662
N -2.451 -2.534 -1.867
C -0.099 -1.845 -2.337
C 0.271 -2.801 -3.266
N 1.471 -2.783 -3.835
C 2.292 -1.810 -3.460
C 1.937 -0.843 -2.525
N 0.729 -0.858 -1.970
H -4.255 -2.407 -0.902
H -3.309 -0.427 0.454
H -0.419 -3.588 -3.546
H 3.273 -1.784 -3.916
H 2.619 -0.055 -2.233
O -0.667 0.362 3.388
C 0.098 0.906 2.331
O -0.643 1.226 1.240
H 0.581 1.776 2.793
C 2.352 4.007 -0.715
S 2.075 2.603 -1.741
O 3.350 2.147 -2.231
O 1.085 2.959 -2.729
O 1.532 1.583 -0.756
H 2.835 4.770 -1.322
H 2.992 3.705 0.110
H 1.389 4.358 -0.350
O 0.772 -0.728 0.820
O 1.172 0.044 1.980
C -2.744 3.738 -2.763
C -2.467 3.900 -1.416
C -1.731 2.928 -0.761
N -1.279 1.837 -1.384
C -1.544 1.688 -2.683
C -2.275 2.607 -3.410
H -3.312 4.485 -3.302
H -2.810 4.769 -0.871
H -1.485 2.993 0.291
H -1.135 0.807 -3.161
H -2.451 2.443 -4.463
C -7.095 -0.024 6.021
C -5.792 -0.313 5.327
C -5.205 0.614 4.482
C -4.000 0.364 3.825
C -3.443 1.436 2.931
C -3.359 -0.861 4.044
Te -1.561 -1.373 3.065
C -3.938 -1.819 4.892
C -3.300 -3.161 5.141
C -5.145 -1.528 5.514
H -7.440 0.987 5.808
H -6.993 -0.126 7.103
H -7.872 -0.721 5.701
H -5.697 1.567 4.318
H -4.237 2.110 2.607
H -2.937 1.024 2.057
H -2.680 2.016 3.448
H -2.280 -3.048 5.513
H -3.244 -3.761 4.229
H -3.877 -3.728 5.870
H -5.589 -2.272 6.168